Record 1
{"formula": "C24H28CrN9O4S2", "method": "ωB97M-V/def2-TZVPD", "species": ["Cr", "N", "C", "N", "C", "N", "N", "C", "N", "C", "C", "C", "C", "C", "N", "H", "H", "H", "H", "H", "H", "H", "H", "C", "C", "C", "C", "N", "C", "S", "N", "C", "H", "H", "H", "H", "H", "H", "H", "H", "C", "C", "C", "C", "C", "C", "C", "S", "O", "O", "N", "C", "C", "C", "O", "O", "H", "H", "H", "H", "H", "H", "H", "H", "H", "H", "H", "H"], "positions_angstrom": [[1.667, 0.483, 0.752], [1.508, -2.727, 1.374], [2.694, -2.367, 0.878], [3.649, -3.280, 0.812], [4.803, -2.898, 0.265], [5.790, -3.788, 0.192], [5.039, -1.663, -0.229], [4.053, -0.816, -0.114], [2.847, -1.083, 0.436], [4.200, 0.573, -0.577], [5.314, 1.033, -1.257], [5.340, 2.354, -1.676], [4.248, 3.162, -1.390], [3.178, 2.629, -0.695], [3.137, 1.355, -0.299], [1.448, -3.639, 1.793], [0.833, -2.018, 1.631], [5.661, -4.694, 0.605], [6.672, -3.514, -0.202], [6.129, 0.350, -1.444], [6.190, 2.746, -2.215], [4.231, 4.197, -1.695], [2.307, 3.224, -0.452], [-1.673, 0.577, -6.437], [-1.824, 0.689, -4.959], [-3.016, 0.737, -4.303], [-3.010, 0.817, -2.893], [-1.873, 0.818, -2.207], [-0.704, 0.731, -2.839], [0.805, 0.590, -2.097], [-0.695, 0.714, -4.217], [-4.290, 0.826, -2.145], [-2.644, 0.506, -6.918], [-1.088, -0.310, -6.684], [-1.143, 1.444, -6.836], [-3.947, 0.702, -4.846], [0.212, 0.679, -4.661], [-5.107, 1.195, -2.762], [-4.238, 1.400, -1.224], [-4.523, -0.202, -1.850], [-2.249, -3.969, 1.202], [-2.376, -2.553, 1.688], [-2.725, -2.278, 3.008], [-2.968, -0.978, 3.425], [-2.834, 0.059, 2.519], [-2.435, -0.185, 1.219], [-2.210, -1.486, 0.805], [-3.358, 1.710, 2.944], [-4.309, 2.080, 1.935], [-3.725, 1.730, 4.326], [-2.094, 2.765, 2.765], [-1.125, 2.830, 3.847], [-0.210, 1.595, 3.969], [0.340, 1.142, 2.636], [0.579, -0.082, 2.411], [0.613, 1.969, 1.713], [-1.942, -4.640, 2.003], [-1.543, -4.042, 0.376], [-3.218, -4.318, 0.839], [-2.833, -3.094, 3.711], [-3.287, -0.760, 4.436], [-2.349, 0.626, 0.512], [-1.937, -1.673, -0.227], [-1.681, 2.747, 1.839], [-1.714, 2.945, 4.755], [-0.513, 3.719, 3.705], [-0.734, 0.763, 4.439], [0.655, 1.849, 4.587]], "atomic_forces_ev_per_a": [[-1.58, 0.46, 0.37], [0.03, 0.20, 0.03], [-0.02, 0.07, -0.14], [0.18, -0.24, 0.02], [-0.48, -0.01, 0.10], [0.00, 0.08, 0.02], [0.27, 0.42, -0.29], [-0.23, -0.63, 0.37], [0.74, -0.97, -0.02], [-0.05, 0.38, -0.22], [-0.02, -0.20, 0.08], [-0.29, 0.06, 0.10], [0.27, -0.02, -0.04], [-0.28, 0.00, 0.04], [1.28, 0.62, -0.53], [-0.03, 0.00, 0.00], [-0.06, -0.10, 0.08], [0.04, -0.03, -0.05], [0.02, -0.04, 0.03], [0.00, -0.01, 0.00], [0.03, 0.00, -0.01], [-0.06, 0.02, 0.01], [0.00, 0.02, -0.01], [0.11, 0.04, -0.02], [0.03, -0.03, -0.10], [-0.19, 0.00, 0.18], [0.60, -0.06, -0.31], [-0.48, -0.02, 0.41], [0.39, -0.14, -0.29], [0.02, 0.04, 0.30], [-0.34, 0.04, 0.12], [-0.25, -0.05, 0.18], [0.00, 0.01, -0.01], [-0.03, -0.02, -0.03], [-0.02, 0.02, 0.00], [0.01, 0.02, -0.06], [0.01, -0.05, 0.03], [-0.01, -0.02, 0.01], [0.15, 0.11, 0.04], [-0.02, 0.00, -0.05], [-0.02, 0.04, 0.05], [0.03, 0.08, 0.02], [0.04, -0.02, -0.06], [0.00, 0.07, 0.15], [-0.05, 0.31, 0.19], [-0.07, -0.09, -0.23], [0.02, 0.01, 0.00], [-0.38, 0.43, -0.58], [0.21, -0.12, -0.09], [0.23, -0.13, 0.22], [-0.15, -0.57, 0.14], [0.29, -0.16, 0.12], [-0.18, 0.13, -0.35], [-0.27, 0.07, 0.19], [0.24, -0.38, 0.06], [0.13, 0.38, 0.05], [0.03, -0.02, -0.02], [0.04, -0.04, -0.01], [0.02, -0.04, -0.01], [-0.04, -0.01, 0.02], [0.00, -0.03, 0.01], [0.07, 0.10, -0.18], [0.04, 0.00, 0.01], [-0.15, 0.05, -0.08], [0.25, 0.05, 0.11], [-0.13, 0.05, -0.06], [0.10, -0.07, -0.05], [-0.03, -0.06, 0.08]], "homo_ev": [-10.78, -10.95], "de_lowest_kj_mol": 0.0, "gap_ev": [7.450, 7.497], "lumo_ev": [-3.326, -3.454], "total_charge": 1, "energy_ev": -97035.4654, "multiplicity": 5}

=====

Record 2
{"formula": "C24H28FNO6", "method": "ωB97M-V/def2-TZVPD", "species": ["O", "C", "F", "N", "C", "O", "C", "C", "C", "C", "C", "C", "C", "O", "C", "C", "C", "C", "C", "C", "C", "O", "H", "H", "H", "H", "H", "H", "H", "H", "C", "C", "O", "C", "C", "H", "H", "H", "H", "H", "H", "H", "H", "H", "H", "C", "C", "O", "C", "C", "H", "H", "H", "H", "H", "H", "H", "H", "H", "H"], "positions_angstrom": [[2.783, 1.268, -7.690], [2.725, 0.026, -7.153], [3.915, -0.448, -6.358], [1.541, -0.911, -7.264], [1.400, -1.771, -5.999], [1.614, -3.081, -6.151], [1.031, -1.007, -4.585], [-0.507, -0.407, -4.314], [-0.874, 0.412, -2.903], [0.301, 0.618, -1.766], [1.836, 0.005, -2.025], [2.221, -0.814, -3.427], [2.958, 0.299, -0.821], [3.824, -0.642, -0.379], [2.878, 1.840, -0.178], [4.181, 2.769, 0.177], [3.903, 4.291, 0.794], [2.370, 4.876, 1.105], [1.046, 3.930, 0.745], [1.343, 2.444, 0.090], [0.060, 1.462, -0.342], [-1.056, 1.332, 0.406], [0.640, -0.398, -7.432], [-1.395, -0.522, -5.077], [-1.927, 0.882, -2.676], [3.305, -1.251, -3.609], [5.275, 2.389, -0.007], [4.779, 5.058, 1.051], [2.214, 5.964, 1.567], [-0.061, 4.321, 0.956], [1.165, -2.245, 0.455], [-0.340, -2.448, 0.528], [-0.765, -3.722, 0.050], [-0.247, -4.861, 0.733], [-0.607, -4.896, 2.208], [1.519, -2.370, -0.576], [1.432, -1.241, 0.800], [1.704, -2.965, 1.074], [-0.826, -1.698, -0.104], [-0.711, -2.282, 1.543], [0.836, -4.927, 0.588], [-0.677, -5.743, 0.244], [-0.197, -4.041, 2.750], [-0.218, -5.807, 2.673], [-1.695, -4.874, 2.337], [-3.237, 2.115, 2.159], [-2.412, 1.320, 3.157], [-2.501, 1.815, 4.491], [-3.801, 1.828, 5.077], [-4.438, 0.452, 5.165], [-2.933, 3.169, 2.164], [-3.105, 1.715, 1.149], [-4.303, 2.082, 2.393], [-1.357, 1.383, 2.869], [-2.675, 0.258, 3.130], [-4.449, 2.530, 4.542], [-3.685, 2.228, 6.091], [-4.586, 0.005, 4.179], [-5.414, 0.515, 5.655], [-3.801, -0.229, 5.740]], "atomic_forces_ev_per_a": [[-0.34, -9.30, 3.81], [0.07, 6.39, -2.08], [-4.18, 0.82, -2.50], [2.47, 1.25, 2.82], [1.11, -5.99, -0.36], [-1.49, 8.73, 1.45], [-0.89, 1.69, 3.13], [2.59, 0.87, 3.01], [4.31, -1.45, -0.17], [0.86, -1.49, -2.75], [-2.04, -0.14, -2.07], [-3.88, 1.43, 0.77], [2.97, -3.14, 1.56], [-5.45, 6.29, -3.13], [-0.61, 2.92, 1.05], [-4.20, 1.47, 0.73], [-3.27, -1.51, -0.43], [0.48, -4.00, -1.82], [4.15, -1.36, -0.60], [1.52, 1.39, 0.59], [-3.21, -0.50, 2.49], [7.20, 0.93, -5.12], [1.53, -0.08, 0.08], [2.18, 0.12, 1.57], [2.30, -1.20, -0.68], [-2.59, 1.08, 0.48], [-2.50, 0.80, 0.41], [-1.98, -2.16, -0.72], [0.46, -2.75, -1.18], [2.77, -1.14, -0.59], [-0.02, -0.14, -0.09], [0.13, -0.09, -0.05], [-0.08, -0.06, -0.08], [-0.07, 0.10, -0.01], [-0.08, 0.09, 0.12], [-0.08, 0.06, 0.20], [-0.07, -0.17, -0.01], [0.01, 0.11, 0.07], [-0.09, -0.25, -0.03], [0.05, 0.01, 0.07], [0.03, 0.03, 0.08], [-0.02, 0.31, -0.08], [0.06, -0.10, -0.01], [-0.05, 0.09, -0.07], [0.14, -0.04, -0.04], [-0.20, 0.07, -0.08], [0.00, 0.14, -0.05], [0.00, 0.06, 0.17], [0.15, -0.06, -0.04], [0.02, -0.16, -0.03], [0.00, -0.17, -0.02], [-0.05, 0.12, 0.32], [-0.01, -0.04, 0.01], [-0.16, 0.05, 0.26], [-0.10, -0.03, -0.04], [-0.06, -0.06, -0.05], [0.21, -0.03, -0.23], [-0.07, 0.07, 0.05], [0.11, 0.01, -0.03], [-0.09, 0.12, -0.04]], "homo_ev": -9.36, "smiles": "O=C(F)NC(=O)c1ccc2c(c1)C(=O)c1ccccc1C2=O.CCOCC.CCOCC", "gap_ev": 7.183, "lumo_ev": -2.174, "energy_ev": -41811.6737}

=====

Record 3
{"formula": "C24H28LuN9O4", "method": "ωB97M-V/def2-TZVPD", "species": ["Lu", "O", "C", "C", "C", "C", "C", "C", "C", "N", "N", "C", "O", "C", "C", "C", "C", "C", "C", "H", "H", "H", "H", "H", "H", "H", "H", "H", "H", "O", "N", "C", "C", "N", "C", "N", "C", "C", "N", "O", "H", "H", "H", "H", "H", "C", "N", "C", "C", "N", "N", "C", "C", "H", "H", "H", "H", "H", "H", "H", "H", "H", "H", "H", "H", "H"], "positions_angstrom": [[6.756, 10.131, 10.733], [5.121, 11.409, 9.732], [5.187, 12.687, 9.693], [4.652, 13.413, 8.591], [4.638, 14.813, 8.493], [5.226, 15.567, 9.483], [5.799, 14.955, 10.581], [5.725, 13.550, 10.754], [6.119, 13.052, 12.005], [6.118, 11.765, 12.326], [5.720, 11.355, 13.515], [5.408, 10.048, 13.482], [5.741, 9.214, 12.553], [4.983, 9.574, 14.793], [4.780, 10.390, 15.929], [4.641, 9.870, 17.185], [4.535, 8.460, 17.270], [4.736, 7.640, 16.188], [4.893, 8.208, 14.951], [4.229, 12.851, 7.789], [4.028, 15.308, 7.733], [5.214, 16.645, 9.349], [6.285, 15.620, 11.358], [6.525, 13.795, 12.738], [4.667, 11.454, 15.819], [4.638, 10.546, 18.038], [4.340, 7.943, 18.230], [4.776, 6.562, 16.342], [4.942, 7.602, 14.014], [8.150, 11.595, 9.765], [8.066, 10.740, 8.729], [8.807, 10.955, 7.663], [9.428, 12.201, 7.497], [9.966, 13.219, 7.735], [8.952, 9.933, 6.674], [9.114, 8.987, 5.977], [5.248, 6.152, 9.075], [6.087, 7.419, 8.982], [7.063, 7.457, 8.093], [5.837, 8.421, 9.757], [5.872, 5.248, 9.331], [4.703, 5.922, 8.100], [4.500, 6.348, 9.849], [7.184, 6.652, 7.430], [7.543, 8.306, 7.943], [9.441, 9.828, 14.869], [9.574, 9.853, 13.414], [9.519, 11.159, 12.741], [9.289, 8.743, 12.652], [8.558, 8.785, 11.520], [9.719, 7.510, 13.138], [9.185, 6.260, 12.657], [10.839, 7.336, 14.057], [9.064, 10.800, 15.177], [10.413, 9.593, 15.374], [8.738, 9.059, 15.214], [10.063, 11.846, 13.471], [8.518, 11.534, 12.626], [10.030, 11.168, 11.795], [8.487, 7.846, 11.194], [8.132, 6.202, 12.914], [9.700, 5.456, 13.140], [9.362, 6.094, 11.585], [11.456, 8.277, 14.211], [11.510, 6.578, 13.628], [10.510, 6.955, 15.033]], "atomic_forces_ev_per_a": [[-1.66, 1.20, 0.74], [1.06, -0.94, 0.30], [-0.12, 2.00, 0.17], [-0.01, 0.95, -0.04], [-0.71, -1.88, 0.15], [0.52, 0.88, 0.51], [0.12, 0.77, 0.22], [0.52, -0.17, -1.32], [1.25, -0.92, 1.83], [-0.12, 1.05, -3.60], [-0.67, -1.50, 1.66], [2.02, 2.12, 0.53], [-0.43, 0.78, -0.48], [-0.79, -0.64, 1.01], [0.09, 0.54, -0.91], [-0.37, -1.43, -0.12], [0.45, 0.13, 2.02], [-0.46, -0.42, 0.38], [0.34, -0.78, -1.76], [-0.35, -0.47, -0.34], [0.54, -0.27, -0.10], [0.15, -0.06, 0.36], [-0.65, -1.11, -0.81], [-1.15, -0.46, -0.05], [0.53, 0.25, -0.27], [-0.41, -0.39, -0.06], [0.28, 0.64, -0.43], [-0.30, 0.23, -0.18], [0.27, 0.42, 1.00], [-0.20, -1.22, -2.19], [1.04, 0.41, 1.39], [-1.21, -0.08, 0.38], [2.34, 3.38, 1.43], [-1.34, -2.31, -1.10], [0.22, -3.43, -1.93], [-0.63, 3.21, 2.21], [-0.22, -0.36, -0.55], [-0.99, 1.49, 1.52], [-0.55, -2.30, -0.76], [0.57, -2.99, -2.12], [-0.57, 1.02, -0.19], [0.81, 0.45, 1.17], [0.18, -0.30, -0.14], [-0.04, 1.50, 1.01], [0.73, 0.90, -0.33], [0.67, -0.55, 0.33], [-0.14, -0.79, -1.45], [1.07, 0.58, 2.15], [-0.93, -1.05, -0.28], [1.28, 0.99, 1.95], [0.34, 1.33, 0.24], [-0.32, 0.37, -0.52], [1.01, 0.87, 0.07], [0.04, -0.05, 0.14], [-0.75, 0.55, -0.31], [-0.03, 0.20, -0.30], [-0.67, -0.55, -1.22], [-0.53, 0.15, -0.03], [0.21, -0.21, -0.32], [0.02, -0.63, -0.59], [-0.29, -0.19, -0.27], [0.19, -0.38, 0.45], [-0.21, 0.17, 0.05], [-0.97, -1.16, -0.36], [-0.05, 0.24, 0.11], [0.00, 0.21, -0.08]], "homo_ev": [-6.51, -6.51], "de_lowest_kj_mol": 59.2, "gap_ev": [5.894, 5.896], "lumo_ev": [-0.611, -0.610], "energy_ev": -80564.3839}

=====

Record 4
{"formula": "C24H28N2O4", "method": "ωB97M-V/def2-TZVPD", "species": ["C", "C", "N", "C", "C", "C", "O", "C", "N", "C", "C", "C", "C", "C", "C", "C", "O", "C", "C", "C", "C", "C", "C", "C", "C", "C", "C", "O", "C", "O", "H", "H", "H", "H", "H", "H", "H", "H", "H", "H", "H", "H", "H", "H", "H", "H", "H", "H", "H", "H", "H", "H", "H", "H", "H", "H", "H", "H"], "positions_angstrom": [[-3.129, -2.545, -1.817], [-2.748, -1.489, -0.781], [-3.869, -0.656, -0.385], [-4.717, -0.115, -1.436], [-3.968, 0.900, -2.296], [-4.100, -0.230, 0.873], [-5.095, 0.402, 1.183], [-3.035, -0.518, 1.939], [-1.748, 0.008, 1.555], [-1.519, 1.330, 1.168], [-2.400, 2.393, 1.144], [-1.910, 3.619, 0.708], [-0.591, 3.774, 0.316], [0.291, 2.699, 0.346], [-0.189, 1.484, 0.774], [0.511, 0.156, 0.900], [0.857, -0.292, -0.394], [1.642, -1.474, -0.396], [2.902, -1.343, 0.475], [3.573, -2.717, 0.559], [3.879, -0.295, -0.033], [5.094, -0.126, 0.627], [6.009, 0.823, 0.211], [5.726, 1.634, -0.874], [4.518, 1.485, -1.530], [3.604, 0.531, -1.115], [2.383, -0.911, 1.860], [1.608, 0.272, 1.759], [-0.621, -0.745, 1.466], [-0.559, -1.929, 1.733], [-2.295, -3.233, -1.933], [-3.996, -3.110, -1.482], [-3.342, -2.107, -2.788], [-2.375, -2.017, 0.095], [-1.933, -0.867, -1.175], [-5.554, 0.374, -0.934], [-5.109, -0.926, -2.051], [-3.160, 0.431, -2.852], [-4.656, 1.353, -3.005], [-3.547, 1.684, -1.670], [-3.378, -0.037, 2.861], [-2.914, -1.589, 2.125], [-3.429, 2.284, 1.446], [-2.578, 4.466, 0.678], [-0.243, 4.740, -0.016], [1.322, 2.803, 0.047], [1.890, -1.655, -1.444], [1.042, -2.315, -0.025], [2.857, -3.466, 0.890], [3.952, -3.004, -0.419], [4.401, -2.706, 1.262], [5.335, -0.739, 1.483], [6.945, 0.931, 0.739], [6.438, 2.378, -1.200], [4.280, 2.118, -2.374], [2.664, 0.456, -1.637], [3.197, -0.652, 2.537], [1.786, -1.719, 2.301]], "atomic_forces_ev_per_a": [[0.07, 0.20, 0.19], [0.24, -0.21, -0.09], [-0.12, -0.08, -0.25], [-0.20, 0.31, -0.09], [-0.12, -0.20, 0.13], [0.07, -0.15, 0.31], [-0.16, 0.21, 0.27], [-0.13, 0.01, 0.15], [-0.30, -0.19, 0.17], [0.49, 0.59, -0.27], [-0.07, -0.21, 0.09], [0.10, 0.04, -0.03], [0.04, 0.17, -0.06], [-0.12, -0.22, 0.10], [-0.12, -0.21, 0.07], [-0.02, 0.44, -0.14], [-0.15, 0.28, 0.29], [0.25, -0.39, 0.00], [-0.29, 0.12, 0.12], [-0.23, 0.21, 0.02], [-0.06, -0.01, -0.02], [-0.02, 0.01, -0.04], [0.10, 0.01, 0.06], [0.04, 0.08, -0.03], [0.05, 0.07, -0.10], [0.00, -0.02, -0.05], [0.23, -0.43, 0.06], [-0.37, 0.15, -0.23], [0.13, -0.41, 0.06], [0.09, -0.04, 0.02], [0.07, -0.06, -0.04], [-0.09, -0.08, -0.01], [-0.05, 0.00, -0.11], [0.04, 0.10, -0.04], [0.01, -0.08, 0.07], [0.10, -0.18, -0.14], [-0.02, 0.02, 0.05], [0.12, 0.00, -0.10], [-0.03, 0.06, -0.12], [0.05, 0.09, 0.04], [-0.03, -0.10, -0.18], [0.01, 0.14, -0.03], [-0.14, -0.03, 0.04], [-0.05, 0.07, 0.00], [0.02, 0.09, -0.03], [0.15, 0.02, -0.04], [0.05, -0.03, 0.06], [0.12, 0.07, -0.07], [-0.07, -0.11, 0.05], [0.07, -0.06, -0.07], [0.11, -0.04, 0.05], [0.02, -0.08, 0.09], [0.07, 0.01, 0.04], [0.05, 0.06, -0.02], [-0.01, 0.05, -0.07], [-0.08, -0.03, -0.03], [0.01, -0.11, -0.07], [0.09, 0.07, -0.03]], "homo_ev": -8.59, "de_lowest_kj_mol": 176.8, "smiles": "CCN(CC)C(=O)CN1c2ccccc2[C@]2(OC[C@@](C)(c3ccccc3)CO2)C1=O", "gap_ev": 9.276, "lumo_ev": 0.686, "energy_ev": -36513.7160}